A 13-piece molecular cluster, C68H175N13O21 overall. Source: OMol25; level of theory: ωB97M-V with the def2-TZVPD basis set.

```
277
Properties=species:S:1:pos:R:3:forces:R:3:mulliken_charge:R:1
C -10.2422 4.4954 -8.6059 2.0 -0.8 0.3 -0.797
O -9.0921 4.2519 -7.7751 -0.4 -0.2 0.4 -0.251
C -8.2976 5.3808 -7.5040 0.1 0.8 -0.1 -0.805
C -7.4186 5.0565 -6.3121 -0.7 -0.8 0.8 -0.373
N -6.4856 3.9678 -6.5964 0.0 0.1 -0.7 -0.332
C -5.9629 3.3154 -5.4166 0.6 1.6 1.4 -0.503
C -4.4589 3.0344 -5.5157 -0.2 -0.8 -0.7 -0.904
O -4.0908 2.2194 -4.4275 -0.6 -0.1 0.6 0.138
C -2.7529 2.0292 -4.0526 0.3 -0.5 -0.5 -0.776
H -10.6344 3.4977 -8.7912 -0.3 0.2 0.0 0.225
H -9.7779 4.8622 -9.5261 -1.0 0.5 -0.3 0.329
H -10.9577 5.1259 -8.0799 0.0 0.3 -0.4 0.290
H -8.8891 6.2843 -7.3058 -0.4 -0.2 0.5 0.468
H -7.7320 5.7145 -8.3848 0.3 -0.5 -0.1 0.392
H -8.0925 4.6847 -5.5234 -0.4 0.2 0.0 0.241
H -6.9591 5.9282 -5.8427 0.4 0.1 -0.5 0.403
H -7.0170 3.3095 -7.1547 0.2 -0.1 -0.1 0.366
H -6.5633 2.5066 -4.9935 0.2 -0.5 -0.5 0.366
H -5.9815 4.0653 -4.6129 -0.3 0.0 0.0 0.160
H -3.8856 3.9637 -5.5393 -0.1 0.1 0.0 0.392
H -4.3032 2.5066 -6.4652 0.4 0.0 0.0 0.288
H -2.4039 2.6721 -3.2407 -0.2 0.2 0.0 0.257
H -2.0411 2.1113 -4.8815 -0.1 0.2 -0.2 0.449
H -2.6912 0.9887 -3.7234 0.1 0.0 0.2 -0.062
C -3.3485 -2.3138 -1.9648 0.9 0.9 -1.7 -1.026
O -2.5886 -1.9051 -0.8587 -0.8 -0.3 0.9 0.287
C -1.5808 -0.9149 -1.0318 -0.2 -0.6 -0.3 0.106
C -0.6986 -1.0781 0.2106 0.1 -0.3 -1.8 -0.592
N 0.4336 -0.1626 0.2541 0.2 0.1 1.5 0.471
C 1.1658 -0.4501 1.5165 -0.3 2.1 -0.8 0.154
C 2.4596 0.3890 1.5421 0.1 -1.1 1.2 0.015
O 3.3029 -0.2394 0.6240 0.2 -0.5 -1.3 0.249
C 4.7084 -0.1257 0.7262 -0.6 -0.7 0.7 -1.166
H -2.6935 -2.8019 -2.6971 0.0 -0.4 0.1 0.493
H -3.7262 -1.4601 -2.5405 -0.2 0.2 0.2 0.193
H -4.2029 -2.9589 -1.7767 0.2 -0.1 0.8 0.364
H -2.0018 0.0906 -1.0693 -0.2 0.1 0.1 -0.507
H -1.0925 -1.0725 -1.9978 0.5 -0.1 0.1 0.462
H -0.3396 -2.1140 0.2280 -0.3 -0.2 0.1 -0.465
H -1.4301 -0.9868 1.0153 0.5 0.4 0.5 0.147
H 1.1667 -0.3315 -0.4316 -0.7 -0.3 -0.7 -0.055
H 1.4001 -1.5183 1.5543 0.2 0.0 0.5 -0.155
H 0.5100 -0.1179 2.3246 0.1 -0.4 0.2 0.587
H 2.8584 0.3292 2.5670 0.2 -0.1 0.0 0.271
H 2.3614 1.4573 1.3289 -0.4 -0.1 -0.2 -0.710
H 4.9484 0.9174 0.9332 0.7 -0.1 -0.1 0.368
H 5.1627 -0.5808 -0.1536 -0.2 0.8 -0.5 0.270
H 5.0620 -0.8379 1.4851 0.1 0.6 0.6 0.262
C 2.3827 4.1148 8.0612 1.0 0.9 1.0 -0.593
O 2.6151 2.7466 7.9578 0.5 -0.2 -0.7 -0.118
C 2.0497 1.9588 8.9665 -0.5 -0.1 -0.2 -0.602
C 2.3403 0.4596 8.7013 0.0 1.0 0.3 -0.816
N 2.2781 0.0850 7.3046 -0.3 -0.7 -0.8 -0.180
C 0.9669 -0.3914 6.8564 -0.2 0.8 1.2 -0.752
C 0.8875 -0.9427 5.4438 -1.4 -0.2 -0.1 0.621
O 1.0059 -2.3409 5.5830 0.4 -0.5 0.6 -0.491
C 1.1077 -3.1785 4.4835 0.7 0.1 -1.8 0.616
H 1.3356 4.4325 8.0714 -0.1 -0.3 -0.2 0.369
H 2.9490 4.6680 7.3101 -0.3 -0.4 -0.5 -0.172
H 2.8625 4.4879 8.9800 -0.4 0.0 0.3 0.385
H 0.9642 2.1361 8.9304 -0.1 -0.2 0.2 0.358
H 2.3888 2.2561 9.9674 0.2 0.0 0.0 0.434
H 1.5873 -0.0064 9.3423 0.0 -0.6 -0.4 0.334
H 3.3139 0.1553 9.0868 0.1 0.3 0.1 0.390
H 2.5129 0.8788 6.7183 0.3 0.1 0.3 0.145
H 0.2423 0.4115 7.0703 -0.3 0.0 -0.7 0.338
H 0.6449 -1.1622 7.5598 0.1 -0.3 -0.3 0.398
H 1.5173 -0.4464 4.6951 0.7 -0.4 0.3 -0.463
H -0.1203 -0.7696 5.0363 -0.1 0.2 0.2 0.127
H 1.9582 -2.8993 3.8435 0.2 0.0 0.2 0.096
H 0.2851 -3.2181 3.7527 -0.6 0.4 0.5 0.007
H 1.2797 -4.2130 4.7683 0.0 0.2 0.5 -0.446
C -0.9832 -1.0811 -6.2993 0.7 0.4 0.8 -0.713
O 0.1901 -1.7704 -5.9057 -0.1 0.1 0.9 -0.170
C 1.2879 -1.6132 -6.7878 -0.2 -0.3 0.1 -0.901
C 2.5891 -1.9711 -6.0679 -1.0 -0.5 0.7 0.000
N 2.3367 -3.1039 -5.1652 0.7 0.2 1.0 -0.357
C 3.4347 -3.2615 -4.1862 -0.5 -0.5 -0.5 -1.045
C 3.4894 -2.2084 -3.1043 0.9 0.4 0.1 -0.538
O 2.3300 -2.0803 -2.3101 -0.4 -0.5 -0.3 0.129
C 2.3982 -2.8172 -1.1104 0.4 0.0 0.9 -0.307
H -1.7507 -1.2026 -5.5330 -0.2 -1.0 -0.3 0.024
H -1.2286 -1.4211 -7.3032 -0.6 0.4 -0.1 0.412
H -0.8559 0.0038 -6.1725 0.4 0.1 -0.9 0.299
H 1.3049 -0.5615 -7.0865 0.2 -0.1 -0.5 0.354
H 1.1311 -2.3139 -7.6144 0.1 0.3 -0.3 0.504
H 2.9472 -1.0792 -5.5436 0.2 0.0 0.0 -0.009
H 3.3448 -2.3454 -6.7579 0.0 0.4 -0.3 0.370
H 1.5569 -2.9421 -4.5317 -0.5 0.3 -0.7 0.226
H 4.3890 -3.2290 -4.7198 0.1 -0.3 0.1 0.399
H 3.2850 -4.2445 -3.7303 0.3 0.0 0.0 0.406
H 3.7221 -1.2444 -3.5610 -0.4 0.1 0.0 0.343
H 4.3654 -2.4074 -2.4737 0.0 -0.1 0.2 0.388
H 2.5768 -3.8980 -1.1459 0.0 0.0 -0.9 0.509
H 1.4732 -2.7144 -0.5464 -0.1 0.3 -0.2 -0.254
H 3.2095 -2.4087 -0.5015 -0.1 0.0 0.2 0.063
C 3.4214 7.7593 8.1360 -1.6 -0.4 -1.7 -0.651
O 4.4944 7.5161 7.2458 1.1 0.6 0.8 -0.364
C 4.3916 8.1445 5.9881 -0.6 0.5 -0.6 -0.644
C 3.8232 7.2567 4.8712 1.0 -0.9 0.5 -0.599
N 4.5626 5.9901 4.8615 -0.3 -0.1 -0.4 -0.386
C 3.9065 4.9972 4.0303 1.0 -0.1 -0.7 -0.394
C 4.8105 3.7978 3.7693 0.4 -0.4 0.5 -0.627
O 4.5615 2.7207 4.6794 0.0 1.1 -0.2 0.032
C 5.5718 1.7317 4.7217 -0.5 -0.1 -0.2 -0.354
H 3.0209 8.7803 8.1654 0.7 0.3 -0.2 0.287
H 3.5640 7.4583 9.1689 0.6 -0.5 -0.2 0.250
H 2.6362 7.1933 7.6129 -0.7 -0.1 1.1 0.261
H 5.3865 8.4853 5.7086 0.2 -0.3 0.0 0.331
H 3.7852 9.0551 6.0198 -0.1 0.0 0.3 0.396
H 4.0072 7.7284 3.9017 0.1 0.3 0.1 0.407
H 2.7409 7.0834 4.8818 -0.2 0.1 0.6 0.325
H 4.8538 5.6154 5.7535 -0.4 0.3 0.3 0.292
H 3.8262 5.4944 3.0573 -0.4 -0.1 -0.1 0.152
H 2.9121 4.6568 4.3415 -0.1 0.1 0.1 0.378
H 5.8520 4.1010 3.9134 0.0 0.3 -0.1 0.457
H 4.7279 3.4570 2.7313 -0.2 -0.2 -0.1 0.161
H 5.8298 1.5860 5.7710 -0.2 -0.5 -0.1 0.280
H 6.5102 1.9554 4.2044 -0.2 0.5 -0.1 -0.164
H 5.1187 0.8737 4.2155 0.5 -0.5 0.5 0.145
C 10.7825 -3.0968 1.4277 0.9 0.5 -0.2 -0.692
O 9.8020 -2.6706 0.5083 0.0 -0.2 0.0 -0.330
C 10.1171 -1.4886 -0.2410 -0.5 -0.2 0.8 -0.751
C 9.8987 -0.2982 0.6538 0.8 1.5 0.0 -0.485
N 8.5463 -0.2169 1.1791 0.3 -0.1 -0.6 -0.268
C 8.3958 0.6078 2.4051 0.7 -0.7 -1.8 -0.214
C 8.8442 2.0334 2.1715 1.1 0.4 -0.4 -0.423
O 10.2752 2.1133 2.2286 0.3 -0.3 0.5 -0.331
C 10.7309 3.4486 2.3362 -0.3 -0.5 0.2 -0.767
H 10.4506 -3.9828 1.9595 -0.2 -0.1 -0.3 0.259
H 11.0862 -2.3659 2.1868 -0.5 0.3 0.0 0.278
H 11.7220 -3.2684 0.8900 0.0 -0.5 0.0 0.302
H 9.4246 -1.5250 -1.0807 0.1 0.2 -0.1 0.296
H 11.1499 -1.4637 -0.5986 0.0 -0.3 -0.1 0.374
H 10.1645 0.6408 0.1519 -0.3 -0.2 -0.4 0.334
H 10.6886 -0.2806 1.4224 -0.2 -0.4 0.4 0.305
H 8.3032 -1.1947 1.3025 -0.5 0.2 0.6 0.285
H 9.0860 0.1780 3.1376 -0.6 0.2 0.8 0.339
H 7.3232 0.5950 2.5781 0.1 -0.1 0.8 -0.027
H 8.4465 2.7209 2.9248 -0.3 -0.1 0.0 0.378
H 8.6303 2.3898 1.1576 -0.8 0.0 0.1 0.319
H 10.4780 3.8408 3.3266 -0.3 0.3 -0.1 0.277
H 10.2828 4.0382 1.5326 0.1 0.3 0.1 0.316
H 11.8170 3.4677 2.2793 0.0 -0.2 -0.3 0.261
C -7.6005 4.2165 -1.7431 1.2 -0.7 -0.1 -0.637
O -7.0224 3.2725 -0.8617 0.3 -0.2 0.0 -0.110
C -6.6752 3.7796 0.4319 -0.8 -0.7 -0.5 -0.849
C -5.7267 2.7587 1.0165 1.1 -0.2 -0.5 -0.490
N -4.4976 2.7519 0.1949 -0.2 0.4 1.7 0.387
C -3.4843 1.7955 0.6837 -0.7 0.5 -2.6 -0.662
C -2.6696 2.2948 1.8510 0.7 -1.9 -0.2 1.426
O -3.4038 2.3680 3.0491 -0.5 1.1 0.2 -0.488
C -3.7094 1.1215 3.6518 0.2 0.5 -0.1 -0.568
H -6.9084 5.0626 -1.8409 -0.6 0.5 0.4 0.403
H -8.6252 4.4156 -1.4288 0.0 0.5 -0.3 0.321
H -7.5177 3.7773 -2.7394 -0.7 -0.2 0.1 -0.095
H -7.6092 3.8666 0.9973 0.1 0.1 0.3 0.342
H -6.2286 4.7692 0.3100 0.3 0.0 0.2 0.356
H -6.1124 1.7300 1.0234 -0.7 0.1 -0.1 0.355
H -5.4374 2.9372 2.0506 -0.1 0.5 0.0 0.442
H -4.7276 2.6378 -0.7809 -0.1 -0.3 0.0 0.037
H -2.9207 1.7175 -0.2537 1.0 0.0 0.6 -0.034
H -3.8701 0.7676 0.7467 -0.2 0.0 0.7 0.245
H -2.1507 3.2028 1.5504 -0.6 0.5 0.5 -1.115
H -1.8653 1.5628 2.0361 0.1 0.0 -0.3 -0.013
H -4.6551 1.2253 4.1836 0.0 0.1 0.0 0.324
H -2.9302 0.9022 4.3856 0.1 -0.4 -0.1 0.267
H -3.8290 0.3451 2.8953 0.2 -0.2 0.2 0.168
C -2.8327 -9.5132 6.1339 -0.1 -1.0 -0.1 -0.786
O -2.6992 -8.7163 4.9744 0.2 0.0 0.6 -0.318
C -1.4517 -8.9274 4.3393 -0.2 -0.1 -1.2 -0.715
C -1.4661 -8.1639 3.0206 -0.4 1.5 -0.4 -0.784
N -0.8724 -6.8144 3.1573 0.0 -0.5 -0.1 -0.023
C -1.0372 -6.0407 1.9324 0.5 0.9 -0.2 -0.700
C -2.3829 -5.3815 1.6946 -0.6 0.2 -0.9 -0.268
O -2.4331 -4.1886 2.4318 0.2 0.1 0.9 -0.187
C -3.6146 -3.4429 2.3486 0.0 1.3 0.6 -0.720
H -2.5867 -9.0556 7.0948 0.0 0.6 -0.2 0.273
H -2.1931 -10.4012 6.0715 0.1 0.0 -0.1 0.338
H -3.8462 -9.9166 6.1620 -0.1 0.3 0.1 0.262
H -1.3500 -9.9857 4.0704 0.1 -0.1 0.4 0.415
H -0.6154 -8.6122 4.9693 0.1 0.0 0.0 0.427
H -2.4898 -7.9477 2.6848 -0.3 -0.9 0.3 0.350
H -1.0219 -8.6540 2.1517 0.5 -0.3 0.4 0.535
H -1.4447 -6.3727 3.8736 0.3 0.3 0.1 0.222
H -0.7313 -6.5657 1.0244 -0.2 -0.7 0.3 0.507
H -0.3085 -5.2223 1.9485 -0.1 0.2 0.2 -0.119
H -3.2493 -6.0229 1.9104 0.1 -0.1 0.3 0.388
H -2.4975 -5.1052 0.6344 0.2 -0.2 -0.1 0.213
H -3.8098 -3.0720 1.3396 -0.3 -0.5 -0.2 0.172
H -3.4689 -2.5192 2.9196 0.5 0.0 0.0 0.163
H -4.4816 -3.8334 2.8897 -0.1 -0.8 -0.6 0.351
C 1.6627 4.0982 -0.3601 0.4 -0.3 0.1 -1.201
C 1.1834 4.9312 0.8430 -0.1 -0.2 -0.5 0.932
C 0.0712 5.9127 0.4776 0.1 0.5 0.6 -1.164
O -1.0351 5.1949 -0.0282 0.2 -0.2 -0.8 -0.093
C -2.2564 5.8626 0.1439 -0.5 0.4 1.4 -0.822
N 0.6969 4.0256 1.8963 0.2 0.3 -0.3 -0.665
H 2.4689 3.4493 -0.0001 0.0 -0.1 0.1 0.229
H 2.1195 4.6086 -1.2112 -0.3 0.4 0.1 0.454
H 0.8769 3.4315 -0.7191 -0.1 0.2 0.0 0.185
H 2.0538 5.4102 1.3012 -0.2 0.6 -0.4 0.054
H 0.3902 6.7037 -0.2091 0.2 -0.2 -0.3 0.454
H -0.2528 6.4605 1.3729 0.1 -0.2 0.2 0.474
H -3.0985 5.2859 -0.2324 0.3 -0.3 -0.2 0.033
H -2.3278 6.8902 -0.2312 0.5 -0.1 -0.5 0.366
H -2.4039 5.9669 1.2305 -0.3 0.0 0.0 0.389
H 1.2958 3.2206 1.7532 -0.5 -0.5 0.6 0.131
H -0.2507 3.7710 1.6370 0.1 -0.4 0.1 0.222
C 3.4842 4.5071 -5.4238 -0.9 0.1 0.3 -1.412
C 2.6748 3.4880 -6.2252 0.7 0.1 0.0 0.259
C 2.6517 2.0910 -5.5892 0.0 0.7 0.2 -0.151
O 1.9859 2.2206 -4.3412 -0.3 -0.1 0.1 -0.353
C 2.0284 1.0203 -3.5847 -0.1 0.2 -0.1 -0.137
N 1.3116 3.9772 -6.4759 0.0 -0.5 0.1 -0.754
H 4.5097 4.1494 -5.3391 0.0 0.2 0.3 0.396
H 3.0184 4.7201 -4.4598 0.3 -0.1 0.1 0.101
H 3.4502 5.4348 -5.9955 0.2 0.0 0.0 0.408
H 3.3255 3.5175 -7.1060 -0.8 -0.8 -0.7 0.442
H 3.6718 1.7180 -5.4454 0.1 -0.1 0.1 0.507
H 2.0934 1.3907 -6.2162 0.1 -0.1 -0.2 -0.242
H 1.4293 0.2183 -4.0307 0.4 -0.2 -0.4 0.024
H 1.5706 1.1436 -2.6030 0.2 0.6 0.0 -0.053
H 3.0883 0.7800 -3.4815 -0.1 -0.6 0.2 0.382
H 0.8929 3.4678 -7.2509 0.3 0.1 -0.2 0.300
H 0.7831 3.6082 -5.6846 -0.1 0.5 0.1 0.269
C -6.0484 0.0211 -1.8111 0.0 -0.5 -0.3 -1.178
C -6.8751 -0.0664 -3.0885 -1.1 1.6 0.5 1.223
C -6.2364 -0.6678 -4.3035 0.8 0.0 -0.6 0.550
O -6.9629 -0.2643 -5.4628 -1.5 -0.4 -0.1 -0.502
C -6.5709 -0.9813 -6.6150 2.2 0.7 0.2 -0.529
N -8.1084 -0.7843 -2.7644 -0.8 -1.1 -0.7 -0.683
H -5.8858 -1.0217 -1.5306 0.1 0.1 0.5 0.355
H -6.6358 0.5549 -1.0643 0.0 -0.2 0.1 0.217
H -5.0824 0.5260 -1.8449 0.0 0.0 -0.5 -0.135
H -7.2435 0.9237 -3.3961 0.9 0.3 0.0 -0.154
H -6.1915 -1.7618 -4.2547 -0.1 0.0 0.1 -0.194
H -5.2191 -0.2810 -4.4481 0.2 0.0 0.3 0.070
H -7.1559 -0.8834 -7.5264 -0.9 0.1 0.6 0.366
H -6.3143 -2.0177 -6.3856 -0.5 -0.1 -0.1 -0.122
H -5.6151 -0.5090 -6.9041 0.2 -0.4 -0.2 0.260
H -8.7273 -0.6722 -3.5642 0.1 -0.3 -0.1 0.253
H -8.6685 -0.4377 -1.9961 0.6 0.4 0.3 0.232
C 3.6779 -8.6998 4.4567 -0.5 -0.3 -1.3 -1.629
C 3.4727 -7.1970 4.4860 -0.4 0.4 1.4 0.430
C 3.8706 -6.4786 3.1995 0.5 -1.7 0.4 -0.747
O 3.6626 -5.1044 3.3074 -0.3 0.8 0.6 -0.260
C 3.7575 -4.3352 2.1468 0.2 -0.3 -2.0 -0.926
N 2.0852 -6.9407 4.9157 0.3 -0.1 -0.5 -0.591
H 4.5965 -8.9757 3.9324 0.3 -0.1 0.6 0.380
H 2.9013 -9.1965 3.8614 -0.2 0.2 0.0 0.313
H 3.5568 -9.1076 5.4560 0.5 0.0 0.0 0.385
H 4.1059 -6.8796 5.3217 0.1 0.5 -0.2 0.419
H 3.3403 -7.0351 2.4135 -0.4 0.7 -0.4 0.347
H 4.9210 -6.7694 3.0614 0.2 0.6 -0.3 0.344
H 4.0191 -3.2754 2.2006 0.3 -0.1 1.3 0.321
H 2.8334 -4.2585 1.5556 -0.3 -0.6 0.2 0.196
H 4.5078 -4.7608 1.4698 0.0 -0.1 0.0 0.533
H 1.9988 -5.9908 5.2552 0.1 0.0 0.0 0.311
H 1.5116 -6.9889 4.0737 -0.4 0.0 0.3 0.107
C -4.1157 -3.8745 -5.4920 -0.2 0.7 0.4 -0.728
C -4.8193 -5.2166 -5.5744 0.4 0.1 -0.8 0.362
C -6.3325 -5.0862 -5.3808 0.1 -0.8 1.4 -0.817
O -6.5367 -4.2897 -4.2343 0.4 1.3 0.2 -0.132
C -7.8765 -4.1528 -3.7815 0.8 -0.6 0.6 -0.930
N -4.5396 -5.9274 -6.8335 -0.1 0.2 -0.1 -0.762
H -3.0495 -3.8407 -5.7256 0.0 -0.6 -0.1 0.537
H -4.1996 -3.5002 -4.4695 -0.1 0.2 -0.1 -0.158
H -4.6027 -3.1669 -6.1690 0.0 0.1 0.1 0.120
H -4.4423 -5.8724 -4.7862 -0.1 0.1 0.1 0.270
H -6.6465 -6.1018 -5.1040 -0.5 -0.1 -0.6 0.386
H -6.9296 -4.7040 -6.2151 0.3 0.0 -0.3 0.335
H -7.9166 -3.5195 -2.8951 0.5 0.3 -0.2 0.183
H -8.1220 -5.1468 -3.3932 -1.0 0.0 -0.6 0.394
H -8.5118 -3.6636 -4.5209 -0.3 -0.6 -0.2 0.319
H -3.5437 -5.8283 -7.0055 0.0 -0.3 0.0 0.296
H -4.9618 -5.4242 -7.6107 -0.1 0.0 0.1 0.281
```
Forces are in eV/Å.

The LUMO energy is 0.518 eV. The total energy comes out at -135704.7915 eV. Its highest occupied orbital energy is -8.23 eV. As for the energy above the lowest of the compared OMol25 structures with the same formula, charge and spin: 3.200 eV.